(1)
DFT (the ωB97M-V functional and the def2-TZVPD basis) results for a 5-piece molecular cluster, C36H46F2N5Si overall in a non-equilibrium geometry.

Atoms and positions in Å:
C 3.203 -0.508 0.736
H 4.154 1.717 -3.191
C -4.299 0.248 1.347
C 5.029 -1.033 6.715
H 3.813 -4.386 1.487
N -9.189 -1.604 -0.755
C -3.472 -0.344 5.108
H 5.822 -1.219 7.431
H 7.451 2.870 -5.147
H 6.409 0.726 -3.105
C -4.962 -1.461 -0.672
H 4.781 3.495 -5.846
H -2.906 -1.159 -1.246
H -8.678 -0.329 -2.294
H 2.581 2.961 -1.882
H -6.322 0.041 2.049
C -1.682 0.748 6.241
H 1.633 -0.615 -4.474
H -0.018 -0.302 -2.815
N 4.387 -0.352 4.490
C -1.191 -0.676 4.504
C 6.538 1.167 -4.202
C -11.470 -2.235 -2.245
C 4.476 3.401 -4.695
C 1.872 -0.652 -0.263
C 5.910 3.620 -3.869
H 7.739 2.709 -3.499
C 0.663 0.677 -2.857
H 7.389 0.548 -4.765
H 5.350 1.316 -6.145
H 2.866 -0.053 -3.151
Si 1.185 0.992 -1.000
C 5.141 0.873 -5.065
H 4.816 -1.795 2.064
H 2.366 -0.339 4.076
H 0.322 -2.268 -1.273
H 2.634 2.867 0.090
H 3.425 -1.556 8.054
C 5.322 -0.601 5.432
C -10.105 -2.490 -0.309
C -3.694 -0.919 -0.539
H -12.356 -2.480 -2.824
C 3.998 1.866 -4.354
H 3.630 1.652 -0.995
C -5.927 -1.117 0.268
H -2.832 -1.641 3.503
C 2.707 -0.970 6.110
H -11.950 -3.557 -0.605
N 6.977 2.614 -4.236
H -3.990 0.934 2.131
H 1.493 -4.559 -0.184
C 1.958 -3.496 0.077
H -3.752 1.020 6.760
C 3.694 -1.220 7.057
F 2.451 0.993 -6.194
H -5.192 -2.137 -1.489
C 3.302 -3.417 1.053
N -3.340 -0.070 0.450
C -5.593 -0.246 1.300
H 6.282 4.703 -4.160
C 3.872 -1.885 1.371
H 3.692 0.532 1.016
C -2.530 -0.958 4.289
H -0.558 2.782 -0.585
H 3.688 4.231 -4.453
C 1.266 -2.146 -0.569
H 5.632 3.628 -2.710
C -3.043 0.526 6.105
F 1.637 2.736 -4.778
H -9.889 -2.930 0.661
H -6.932 -1.523 0.198
C -0.314 1.744 -0.054
C 1.939 0.301 -3.813
H -4.531 -0.542 4.971
C 2.461 1.506 -4.793
H -0.031 1.530 -3.258
N -0.744 0.165 5.463
C -10.546 -1.316 -2.731
H 1.657 -1.105 6.345
C -11.249 -2.837 -1.011
H 6.349 -0.437 5.117
H -10.690 -0.829 -3.688
C -9.430 -1.037 -1.957
H -1.298 1.421 7.002
H -0.073 2.027 1.072
H -1.317 1.110 -0.157
H -0.417 -1.133 3.894
C 3.099 -0.544 4.851
H 4.832 -0.255 -5.064
C 2.621 2.285 -0.926

Summary:
Total charge: +1
Kohn-Sham gap, eV: 6.960
Energy, eV: -58823.517

---

(2)
DFT (the ωB97M-V functional and the def2-TZVPD basis) results for a 10-piece molecular cluster, C36H46F5N5O22 overall in a non-equilibrium geometry.

Atoms and positions in Å:
C -0.944 2.597 -3.788
O -1.871 1.104 -0.891
H -0.586 4.554 -2.844
C 1.291 5.799 0.748
H 2.264 7.646 0.804
H 0.134 1.047 5.439
O 0.097 -5.291 -1.307
H -0.668 0.027 -5.361
H 2.649 -7.830 0.768
O -2.409 2.813 1.517
H -5.303 -1.521 5.140
O 1.897 -0.251 -4.684
O 0.014 -6.082 0.777
C -3.672 3.108 1.093
H 2.598 3.324 -2.022
O 2.958 -2.925 5.219
C -2.470 1.909 2.601
C 0.602 -5.901 -0.436
C 0.258 -0.577 0.944
H 0.352 3.954 0.490
C -2.375 -1.012 -6.131
C 1.440 1.613 3.815
C -1.568 1.826 -1.750
H 2.875 1.935 2.195
H -2.000 7.539 0.645
H 0.349 -0.556 -1.326
O 1.901 -3.562 1.267
H 5.224 -1.052 -0.708
O 3.552 5.765 0.041
C 1.034 0.775 4.842
H 1.260 -1.212 5.788
H -0.454 -0.815 -6.850
C 0.143 -1.205 -0.481
O 1.777 -2.398 -5.417
H -0.889 -1.516 -0.519
C -1.105 -2.878 3.786
O 1.136 -1.928 -3.320
H -1.907 2.279 3.429
C 1.389 -2.589 0.851
H 1.507 -4.444 -5.233
C -3.978 1.879 2.919
H 3.457 -1.121 -0.794
O -1.341 1.397 -3.053
O -3.972 3.695 0.110
H -1.415 2.558 -4.783
C 0.165 5.007 0.648
H -4.799 -3.242 4.998
O 1.817 -6.344 -0.397
C -1.393 3.777 -2.929
H -4.113 -2.237 6.270
C -4.355 -1.403 -4.647
H 3.985 -0.233 2.580
C 1.279 7.161 0.838
H -5.114 -1.248 -5.382
H -4.642 -0.905 -3.739
O -4.588 2.568 1.902
C -3.274 -1.990 4.308
C 0.859 -6.764 1.633
H -0.341 -3.599 4.064
H -4.357 0.852 3.069
C 4.300 -0.504 -0.491
C 3.086 0.003 3.186
N 2.661 5.160 0.583
F -1.013 -0.593 1.509
H -1.380 -2.962 2.705
C 1.648 -0.471 5.060
C 0.047 7.788 0.929
F -4.192 2.548 4.078
H -2.384 -3.553 5.260
H 0.588 0.459 0.987
H -2.731 -0.118 -4.380
O 2.767 3.976 0.948
O -3.189 -1.054 3.547
H 0.972 2.542 3.602
H 0.157 2.575 -3.862
H 4.948 0.860 -1.931
O 2.087 1.154 -0.755
C -1.101 -0.246 -6.268
H 0.011 8.897 1.074
C 3.042 2.488 -2.491
H 4.274 -0.353 0.604
C -1.043 5.643 0.639
C 1.682 -1.401 -4.423
O -2.702 -1.845 -6.952
F -0.185 -3.454 -5.443
N 3.236 -2.218 4.236
H 0.074 -3.654 -3.068
C 2.657 -0.870 4.186
C 3.133 1.451 -1.344
C -1.121 7.025 0.757
O -1.433 3.222 -1.700
H -1.233 0.676 -6.906
H 0.371 -7.696 1.942
H -1.938 5.109 0.435
O 1.086 -2.302 -0.409
C 1.057 -3.533 -4.968
H -4.322 -2.450 -4.393
C -4.430 -2.188 5.239
C 1.038 -3.357 -3.440
H 2.930 -6.169 1.330
F -2.603 4.310 -3.257
N 4.231 0.719 -1.228
H -2.083 0.959 2.329
O 0.996 -1.545 1.660
H 1.881 -3.902 -3.011
H -0.791 -1.840 3.946
C 2.195 -6.841 0.895
F 0.926 -6.112 2.876
N -2.408 -3.044 4.407
C 2.545 1.254 3.027
H 4.021 2.717 -2.884
N -3.139 -0.724 -5.088
O 3.989 -2.559 3.336
H 2.421 2.140 -3.367

Summary:
Total charge: 0
Kohn-Sham gap, eV: 8.757
Energy, eV: -104157.188

---

> What is the formula in the second record?

C36H46F5N5O22

---

> Which value of Kohn-Sham gap does entry 2 give?

8.757 eV

---

> What is the formula in the first record?

C36H46F2N5Si

---

> The lowest Kohn-Sham gap belongs to which entry?

C36H46F2N5Si